Molecular formula: C20H26CdNO7S
Method: DFT, ωB97M-V/def2-TZVPD

Values from the calculation:
Orbital gap   9.4 eV
2S+1   1
Maximum force   0.15 eV/A
Total energy   -1924.934738 Ha
ΔE to the lowest compared entry with this formula, charge and spin   1.18 kcal/mol
Net charge   +1

Geometry (Å):
Cd: 0.310 -1.180 0.407
O: 4.100 -2.999 1.928
C: 2.964 -2.695 1.323
O: 2.177 -1.879 1.764
C: 2.799 -3.443 0.030
O: 1.447 -3.456 -0.355
C: 1.274 -3.277 -1.764
C: 1.428 -1.805 -2.193
O: 1.291 -1.533 -3.367
O: 1.680 -0.973 -1.231
H: 4.192 -2.462 2.730
H: 3.426 -2.909 -0.694
H: 3.187 -4.458 0.144
H: 1.976 -3.895 -2.326
H: 0.266 -3.611 -2.003
O: -1.367 -2.784 0.091
C: -2.553 -2.589 -0.709
C: -3.621 -1.797 0.017
C: -3.127 -0.452 0.572
C: -2.511 0.417 -0.491
C: -3.274 1.326 -1.207
C: -2.694 2.043 -2.242
C: -1.360 1.829 -2.541
C: -0.650 0.919 -1.778
N: -1.207 0.237 -0.770
H: -1.502 -3.492 0.729
H: -2.932 -3.563 -1.019
H: -2.212 -2.065 -1.601
H: -4.024 -2.388 0.844
H: -4.444 -1.637 -0.685
H: -2.398 -0.637 1.361
H: -3.971 0.070 1.023
H: -4.319 1.458 -0.959
H: -3.282 2.749 -2.815
H: -0.873 2.346 -3.356
H: 0.392 0.700 -1.977
C: 2.025 4.105 -1.529
C: 1.442 3.348 -0.371
C: 2.102 2.242 0.165
C: 1.550 1.520 1.209
C: 0.307 1.897 1.710
C: -0.370 2.990 1.191
C: 0.210 3.718 0.165
S: -0.517 0.901 2.918
C: 0.602 1.069 4.296
O: -0.337 -0.545 2.466
H: 3.082 3.883 -1.660
H: 1.909 5.180 -1.393
H: 1.511 3.833 -2.454
H: 3.056 1.940 -0.249
H: 2.080 0.670 1.627
H: -1.345 3.261 1.579
H: -0.313 4.575 -0.242
H: 1.598 0.751 3.994
H: 0.220 0.435 5.093
H: 0.600 2.114 4.606

Molecular formula: C36H52BrCdN7O6Si
Method: DFT, ωB97M-V/def2-TZVPD

Values from the calculation:
Orbital gap   8.5 eV
2S+1   1
Maximum force   0.98 eV/A
Total energy   -5269.334046 Ha
Net charge   0

Geometry (Å):
Cd: -1.195 0.609 0.835
C: -3.617 2.204 -0.267
N: -2.802 1.125 -0.814
C: -2.242 1.332 -2.129
C: -0.968 2.099 -2.042
N: -0.240 2.224 -0.973
C: 0.841 2.987 -1.341
C: 1.923 3.450 -0.601
C: 2.889 4.177 -1.265
C: 2.789 4.465 -2.627
C: 1.707 4.048 -3.376
C: 0.741 3.308 -2.716
N: -0.438 2.735 -3.130
C: -3.108 2.664 1.068
N: -1.826 2.754 1.345
C: -1.746 3.394 2.561
C: -0.640 3.815 3.288
C: -0.872 4.467 4.483
C: -2.165 4.707 4.947
C: -3.277 4.334 4.216
C: -3.052 3.676 3.018
N: -3.895 3.228 2.022
H: -4.658 1.886 -0.153
H: -3.582 3.069 -0.945
H: -3.315 0.255 -0.762
H: -2.942 1.852 -2.808
H: -1.997 0.353 -2.555
H: 1.982 3.238 0.453
H: 3.748 4.538 -0.720
H: 3.575 5.031 -3.103
H: 1.621 4.288 -4.425
H: -0.821 2.733 -4.062
H: 0.357 3.657 2.908
H: -0.040 4.800 5.082
H: -2.295 5.218 5.889
H: -4.275 4.549 4.565
H: -4.839 2.915 2.220
N: -1.195 -1.251 2.380
C: -2.414 -1.828 2.955
C: -3.199 -0.785 3.745
C: -3.850 0.264 2.806
O: -4.736 0.991 3.258
O: -3.426 0.293 1.616
H: -0.865 -1.820 1.603
H: -0.465 -1.238 3.088
H: -2.171 -2.689 3.601
H: -3.050 -2.184 2.141
H: -2.541 -0.243 4.427
H: -3.987 -1.258 4.332
Br: 2.407 1.605 5.838
C: 2.271 1.231 3.979
C: 3.409 1.085 3.198
C: 3.232 0.800 1.853
C: 1.941 0.682 1.351
N: 0.865 0.848 2.108
C: 1.017 1.110 3.397
H: 4.392 1.189 3.631
H: 4.084 0.678 1.203
H: 1.746 0.424 0.322
H: 0.119 1.235 3.987
C: 2.680 0.112 -2.492
C: 1.984 -0.932 -3.367
C: 1.564 -0.287 -4.696
C: 2.941 -2.099 -3.630
O: 0.811 -1.391 -2.744
Si: 0.557 -1.913 -1.194
O: -0.233 -0.856 -0.349
O: 2.050 -2.285 -0.590
C: 2.435 -3.237 0.370
C: 1.518 -3.172 1.592
C: 3.869 -2.896 0.797
C: 2.387 -4.645 -0.232
O: -0.248 -3.353 -1.306
C: -1.365 -3.651 -2.107
C: -2.274 -2.431 -2.258
C: -2.129 -4.783 -1.412
C: -0.878 -4.092 -3.491
H: 3.495 0.594 -3.028
H: 3.059 -0.378 -1.602
H: 1.956 0.861 -2.191
H: 2.434 0.096 -5.222
H: 0.879 0.534 -4.500
H: 1.063 -1.016 -5.328
H: 3.860 -1.737 -4.085
H: 2.478 -2.830 -4.288
H: 3.164 -2.577 -2.682
H: 1.477 -2.143 1.943
H: 1.885 -3.816 2.387
H: 0.523 -3.489 1.295
H: 3.896 -1.899 1.231
H: 4.533 -2.919 -0.064
H: 4.222 -3.615 1.532
H: 1.396 -4.805 -0.645
H: 2.596 -5.391 0.530
H: 3.117 -4.737 -1.032
H: -2.478 -2.016 -1.274
H: -3.204 -2.698 -2.755
H: -1.741 -1.687 -2.841
H: -2.467 -4.446 -0.436
H: -1.477 -5.642 -1.278
H: -2.990 -5.083 -2.004
H: -0.257 -3.299 -3.898
H: -1.719 -4.279 -4.156
H: -0.280 -4.996 -3.407

Molecular formula: C24H52INOPZn
Method: DFT, ωB97M-V/def2-TZVPD

Values from the calculation:
Orbital gap   2.4 eV
2S+1   1
Maximum force   2.79 eV/A
Total energy   -3493.499323 Ha
Net charge   +1

Geometry (Å):
C: -8.666 1.603 -9.549
C: -7.496 2.202 -8.751
C: -6.582 1.120 -8.164
C: -5.179 1.644 -7.867
C: -4.328 0.632 -7.095
C: -2.823 0.866 -7.251
C: -2.164 1.587 -6.062
C: -0.720 1.110 -5.830
C: -0.694 -0.167 -5.001
C: -0.759 0.096 -3.494
C: -0.388 -1.169 -2.683
C: 0.958 -1.062 -1.943
C: 0.830 -1.225 -0.403
C: 1.986 -2.049 0.161
C: 1.832 -2.451 1.630
C: 1.507 -1.285 2.578
C: 2.590 -1.025 3.653
C: 2.206 -1.696 4.952
P: 2.613 -0.612 6.610
N: 1.597 -1.696 7.571
C: 4.174 -1.689 7.017
C: 5.277 -1.470 6.029
O: 5.621 -0.418 5.541
I: 6.311 -3.301 5.480
C: 2.987 0.800 8.051
C: 2.807 0.254 9.440
C: 4.347 1.427 7.812
C: 4.504 2.717 8.627
H: -9.568 1.600 -8.945
H: -8.892 2.209 -10.419
H: -8.445 0.589 -9.856
H: -7.885 2.798 -7.933
H: -6.877 2.805 -9.408
H: -6.465 0.339 -8.912
H: -7.018 0.679 -7.270
H: -4.712 1.848 -8.827
H: -5.238 2.579 -7.314
H: -4.618 0.712 -6.050
H: -4.597 -0.370 -7.420
H: -2.651 1.489 -8.124
H: -2.298 -0.066 -7.445
H: -2.729 1.423 -5.149
H: -2.157 2.650 -6.283
H: -0.253 0.958 -6.797
H: -0.201 1.895 -5.285
H: 0.218 -0.724 -5.210
H: -1.538 -0.807 -5.254
H: -0.054 0.891 -3.273
H: -1.761 0.396 -3.211
H: -1.182 -1.394 -1.982
H: -0.304 -2.007 -3.367
H: 1.661 -1.816 -2.283
H: 1.418 -0.093 -2.146
H: -0.121 -1.675 -0.141
H: 0.836 -0.189 0.014
H: 2.047 -2.944 -0.449
H: 2.942 -1.529 0.058
H: 1.014 -3.167 1.673
H: 2.716 -2.991 1.958
H: 1.388 -0.351 2.037
H: 0.542 -1.471 3.046
H: 3.505 -1.487 3.296
H: 2.723 0.046 3.743
H: 2.660 -2.674 5.068
H: 1.136 -1.832 5.011
H: 1.397 0.142 6.290
H: 3.351 0.257 5.751
H: 2.075 -2.318 8.205
H: 0.820 -1.236 8.016
H: 3.858 -2.723 6.976
H: 4.557 -1.503 8.017
H: 2.254 1.583 7.885
H: 3.151 1.009 10.139
H: 1.764 0.073 9.666
H: 3.354 -0.661 9.639
H: 5.155 0.752 8.081
H: 4.473 1.688 6.769
H: 3.667 3.385 8.452
H: 4.585 2.519 9.689
H: 5.434 3.190 8.336
Zn: 2.514 0.783 -0.117

Molecular formula: C6H32O10
Method: DFT, ωB97M-V/def2-TZVPD

Values from the calculation:
Orbital gap   10.2 eV
SMILES   CO.CO.CO.CO.CO.CO.O.O.O.O
2S+1   1
Maximum force   3.03 eV/A
Total energy   -1000.089701 Ha
ΔE to the lowest compared entry with this formula, charge and spin   80.32 kcal/mol
Net charge   0

Geometry (Å):
C: 2.018 -1.441 1.841
O: 2.107 -0.084 2.182
H: 2.276 -2.093 2.677
H: 1.040 -1.722 1.467
H: 2.684 -1.642 1.011
H: 1.567 0.264 2.903
C: 3.108 -1.267 -4.218
O: 1.744 -1.242 -3.943
H: 3.400 -0.703 -5.152
H: 3.611 -0.848 -3.347
H: 3.417 -2.269 -4.337
H: 1.458 -0.370 -3.760
C: -0.317 2.106 3.060
O: 0.739 1.483 3.902
H: -0.052 3.081 2.764
H: -0.587 1.609 2.130
H: -1.209 2.184 3.694
H: 1.582 2.028 3.777
C: 1.375 2.300 -3.643
O: 1.302 1.146 -2.868
H: 2.248 2.230 -4.343
H: 0.595 2.199 -4.373
H: 1.469 3.253 -3.165
H: 1.452 1.351 -1.976
C: -1.158 -0.657 -0.618
O: -1.050 -1.985 -0.290
H: -0.236 -0.118 -0.897
H: -1.925 -0.461 -1.396
H: -1.509 -0.124 0.291
H: -0.265 -2.476 -0.607
C: -4.763 1.418 1.254
O: -3.790 2.204 2.040
H: -4.733 1.673 0.202
H: -4.503 0.329 1.272
H: -5.734 1.577 1.660
H: -3.197 1.504 2.367
O: 1.280 -3.057 -1.851
H: 1.413 -2.345 -2.508
H: 2.136 -3.493 -1.789
O: -2.684 -0.455 3.058
H: -2.705 -0.681 3.983
H: -2.593 -1.326 2.507
O: 1.979 1.844 0.100
H: 2.223 2.664 0.526
H: 2.239 1.170 0.769
O: -2.469 -2.833 1.585
H: -3.116 -3.404 1.185
H: -1.869 -2.524 0.872

Molecular formula: C2H6N2O3
Method: DFT, ωB97M-V/def2-TZVPD

Values from the calculation:
Orbital gap   11.3 eV
SMILES   O=[N+]([O-])O.[H]/N=C\C
2S+1   1
Maximum force   3.92 eV/A
Total energy   -414.872765 Ha
ΔE to the lowest compared entry with this formula, charge and spin   139.84 kcal/mol
Net charge   0

Geometry (Å):
C: -1.542 1.392 -1.371
C: -0.533 0.584 -0.559
N: -0.142 -0.552 -0.836
N: 1.903 -1.136 2.132
O: 1.418 -1.866 1.050
O: 2.720 -1.711 2.797
O: 1.430 -0.077 2.205
H: -2.021 0.625 -1.996
H: -2.164 1.940 -0.546
H: -1.238 2.104 -2.156
H: -0.211 1.039 0.349
H: 0.765 -1.357 0.612
H: -0.385 -0.983 -1.682

Molecular formula: C4H5NO
Method: DFT, ωB97M-V/def2-TZVPD

Values from the calculation:
Orbital gap   11.5 eV
2S+1   1
Maximum force   1.56 eV/A
Total energy   -285.353039 Ha
ΔE to the lowest compared entry with this formula, charge and spin   38.62 kcal/mol
Net charge   0

Geometry (Å):
C: 0.179 -0.411 1.834
C: -0.610 -0.167 0.616
C: 0.101 -0.618 -0.660
C: 0.211 0.891 -0.937
H: -1.640 -0.521 0.710
H: 1.049 -1.161 -0.502
H: -0.499 -1.201 -1.355
H: -0.274 1.316 -1.835
H: 1.227 1.275 -0.868
N: 0.834 -0.591 2.775
O: -0.578 1.187 0.222